[1]
119
Properties=species:S:1:pos:R:3:forces:R:3:mulliken_charge:R:1 method="wB97M-V/def2-TZVPD" total_charge=-1 de_lowest_kcal_mol=153.43 spin_multiplicity=1 homo_energy_ha=-0.142
Ga 0.34010 -0.20092 2.26600 -1.0181 -0.4700 0.3839 -1.256
P 1.21093 -1.98999 0.97957 0.0287 -0.5424 -0.7163 0.067
F 2.55375 0.97227 0.11343 -0.4957 3.8918 1.7758 -0.134
F 2.65531 3.20286 -0.50246 -0.3929 -2.4723 2.8345 -0.315
F 3.07497 2.70798 1.72553 -1.9127 -1.6781 -3.0369 -0.267
O -2.79400 4.57297 -1.78344 -0.1111 0.4127 -0.3952 -0.650
O 0.17871 3.37166 -0.27340 0.3226 0.4508 1.2137 -0.400
O -3.21773 8.15537 -5.71395 -0.0203 -0.2454 0.2684 -0.693
O 2.90838 -0.25751 3.90366 -1.0046 1.9381 -0.0350 -0.691
O -5.12472 -3.40437 0.44426 -0.5092 -0.1498 -0.2107 -0.660
O -9.91835 -4.43356 -1.65719 0.3299 0.0510 0.1535 -0.701
O 9.06743 0.65452 -2.82893 0.2230 -0.2349 0.2097 -0.695
O 9.51476 -2.93466 1.09603 0.1445 0.2435 -0.3102 -0.686
C 5.67210 -1.69484 -0.01045 1.3777 0.6656 -1.8190 -0.438
C -5.58955 7.29090 -4.51503 -0.2632 -0.0752 0.0878 -0.561
C 6.70094 -0.21757 -1.62322 -0.3244 0.0215 0.0231 -0.837
C -7.16819 -7.57861 -1.38199 -0.1195 0.2722 0.0163 -0.438
C 10.49252 -0.72285 -1.56959 0.5780 -0.0842 -0.0267 0.091
C -0.42751 5.37485 -3.03431 0.1886 0.0114 -0.0016 -1.012
C 7.96285 -0.69288 -1.25461 -0.2170 0.0333 -0.0012 0.345
C 0.70971 5.80171 -3.71425 -0.2190 0.0092 0.0367 -0.637
C -4.33064 6.81308 -4.14132 -0.4622 -0.0531 0.1137 0.173
C -1.68626 5.85512 -3.40723 0.4868 0.0726 -0.1343 0.089
C 11.63258 -0.29724 -2.25653 0.3050 -0.0819 0.0453 -0.484
C -7.95934 -0.33015 0.41186 0.0829 -0.2498 -0.0566 -0.656
C -5.59475 -6.01432 -0.43281 0.0094 -0.2586 -0.0493 -0.505
C -6.23038 -3.64867 -0.00840 1.1824 0.2977 0.4990 0.424
C -4.22114 5.85623 -3.13268 -0.5117 0.0710 -0.0783 0.033
C 9.40926 -2.13601 0.17717 -0.2979 -0.6660 0.8138 0.502
C 9.16613 -0.18744 -1.94926 -0.5604 0.6820 -0.6435 0.720
C -6.73368 6.79493 -3.89668 0.2512 0.0319 -0.0615 -0.436
C -8.12255 -6.56838 -1.47149 0.1532 -0.2679 -0.0130 -0.568
C 0.70890 -2.50073 6.10338 0.3075 -0.0337 -0.9930 -0.466
C -5.37176 5.35583 -2.51922 -0.2957 0.0427 -0.0159 -0.523
C -2.67282 -1.00133 2.20795 0.6460 0.1230 -0.4557 -0.920
C -1.40847 -0.84892 3.24014 -1.5270 -0.2436 0.4756 0.369
C 10.61190 -1.64526 -0.53123 0.5553 0.0399 -0.1171 0.115
C 0.59479 6.70739 -4.76736 -0.3022 0.0405 0.0182 -0.403
C -1.79986 6.77688 -4.44818 0.4098 -0.0614 -0.0389 0.563
C 12.88632 -0.78573 -1.89723 -0.2826 0.0451 0.0081 -0.452
C -7.26779 -2.59610 -0.05853 -0.2773 0.4307 0.0577 0.018
C -0.25105 1.24507 0.91636 -0.5697 1.0028 -0.4828 -0.709
C -8.51193 -2.85665 -0.63273 -0.0629 0.4090 0.0934 0.389
C 1.35820 1.68004 4.81133 0.6337 -0.0966 -0.1114 -0.829
C 2.24281 2.29986 0.58434 1.0549 0.9750 -1.0159 0.940
C -0.65641 7.19855 -5.13183 0.2859 -0.0501 0.0139 -0.657
C -6.99478 -1.33229 0.46968 -0.0813 0.2494 0.0523 -0.391
C -1.13928 -2.20718 4.11609 0.2393 0.7139 0.3988 -0.187
C -7.81542 -5.27552 -1.03905 0.1854 -0.4422 -0.0172 0.284
C -6.55520 -5.00216 -0.50814 0.0381 -0.5031 -0.1257 0.081
C 2.53024 -2.96421 1.97837 0.3899 -0.7099 0.8047 -0.241
C 13.00686 -1.69260 -0.84601 -0.2519 -0.0220 0.0628 -0.436
C -3.12252 7.31475 -4.83312 0.0258 0.7127 -0.7659 0.568
C 6.93029 -2.15661 0.37006 -0.2018 0.2742 -0.2801 -0.383
C 11.87268 -2.12291 -0.16326 0.2606 0.0632 -0.1366 -0.548
C -8.83060 -4.20545 -1.15102 -0.9400 -0.1454 -0.4295 0.559
C -0.28881 -3.13778 0.55614 0.3127 -0.6562 -0.0285 -0.844
C -9.19381 -0.58325 -0.18383 0.0467 -0.2604 -0.0602 -0.367
C -5.90235 -7.29969 -0.86969 -0.0559 0.2567 0.0493 -0.513
C -9.47180 -1.84371 -0.70513 -0.0082 0.2613 0.0943 -0.700
C -2.89210 5.36892 -2.70264 0.2108 -0.8632 0.9466 0.551
C 8.07835 -1.65200 -0.24689 -0.2316 -0.0712 0.1222 -0.098
C 3.97865 -2.30040 1.65047 -2.5608 -1.4848 3.7817 -0.364
C -0.70196 -1.81628 5.65208 0.2785 -0.5195 0.1816 -0.333
C 0.67084 2.56852 0.87400 -1.7735 -0.3372 -0.9204 -0.314
C -6.62570 5.82086 -2.90573 0.2824 -0.0058 0.0006 -0.462
C 5.55966 -0.71785 -1.00118 0.7258 0.0846 -0.1289 -0.644
B 1.63411 0.45382 3.75175 1.9656 -0.2528 1.0193 1.037
H -6.03218 -1.12693 0.93089 -0.0823 -0.1988 -0.1318 0.718
H 3.59776 0.31379 4.32512 -0.9320 -0.7041 -0.1118 0.168
H -7.51959 5.42498 -2.43238 0.1282 0.0474 -0.0488 0.391
H 0.13178 -3.93327 -0.19469 -1.0867 1.3691 1.3145 0.420
H -0.42030 0.77401 -0.14226 0.6804 1.1181 1.7488 0.260
H -2.05644 -2.90337 4.18425 1.2645 1.0501 -0.3016 0.218
H 2.40284 2.06942 5.14628 -1.7742 -0.2103 -0.3620 0.279
H 1.48168 7.03268 -5.30370 -0.1288 -0.0330 0.0639 0.374
H -0.60641 -0.65444 5.72819 -0.2673 -2.1721 -0.0462 0.010
H 0.57506 -3.55609 6.57467 0.1339 1.9103 -0.6989 0.292
H -7.71181 7.16415 -4.19153 0.1350 -0.0399 0.0271 0.386
H 0.45948 3.21333 1.81478 1.0867 -1.3799 -1.3192 0.233
H 0.84892 1.21272 5.74189 0.5959 0.9635 -1.4639 0.199
H -1.51096 -2.21664 6.39824 1.3134 1.0877 -1.3555 0.389
H 0.71639 2.51400 4.31311 1.0735 -1.3639 1.2294 0.084
H -5.68102 8.04620 -5.29069 0.1960 -0.1445 0.1075 0.448
H 4.65514 -2.20101 2.60258 -1.2329 -0.2263 -1.7224 0.254
H 13.77064 -0.45739 -2.43610 -0.1227 -0.0289 0.0637 0.376
H -0.73749 7.90687 -5.95196 -0.1639 -0.1111 0.1848 0.456
H -1.72333 -0.01330 3.99538 0.4836 -1.3731 -1.1598 0.365
H -4.60750 -5.80465 -0.02993 -0.2250 0.1474 -0.0354 0.529
H -0.33030 4.66402 -2.21699 -0.1789 0.0227 -0.1907 0.999
H -7.74763 0.64980 0.82972 0.0045 -0.1406 -0.0590 0.431
H 4.53878 -3.02153 0.94011 -2.2740 -0.6500 2.7692 0.334
H -10.43808 -2.03593 -1.16322 0.2166 -0.1383 0.0611 0.447
H 4.74409 -2.11130 0.48653 3.5203 2.2589 -3.7219 0.381
H 2.32159 -2.97013 3.12431 0.4442 -0.0207 -1.9627 -0.278
H 2.58893 -4.07710 1.61670 -0.2624 1.9746 0.6818 0.505
H 6.60486 0.53893 -2.39751 0.2141 -0.1351 0.0910 0.433
H 0.22237 4.33565 -0.06087 0.1631 -1.2336 -0.0447 0.320
H -5.15573 -8.08615 -0.80668 -0.0877 0.1237 -0.0012 0.400
H -2.58391 -0.23618 1.32381 -0.1458 -1.2898 1.6228 0.108
H 1.33021 -2.65680 5.12800 -0.9358 0.3063 1.7850 -0.118
H -1.10113 -2.47697 0.04917 1.4824 -1.2357 0.8569 0.166
H -1.31628 1.59892 1.25363 1.9831 -0.3786 -0.5922 0.273
H 13.98564 -2.06809 -0.56108 -0.1306 0.0411 -0.0271 0.381
H 7.01298 -2.91421 1.14618 0.1482 0.0844 -0.1047 0.511
H -0.72407 -3.66349 1.48522 0.4601 0.7542 -1.5219 0.226
H 4.57908 -0.35008 -1.29234 0.0760 -0.0319 0.0568 0.602
H -2.64848 -2.04856 1.69743 -0.3363 1.7865 1.0769 -0.016
H -9.94276 0.20179 -0.23689 0.0874 -0.1139 -0.0014 0.381
H 1.68653 5.42427 -3.42555 -0.1575 0.0131 -0.0061 0.519
H 11.97301 -2.83390 0.65234 -0.2144 0.1237 -0.1279 0.454
H 11.54677 0.41217 -3.07526 -0.1784 -0.1091 0.1880 0.451
H -7.41082 -8.58410 -1.71393 0.0180 0.1420 0.0347 0.382
H 3.91697 -1.23871 1.20191 -0.8009 -1.7502 1.2032 0.028
H 1.35235 -1.82547 6.79122 -1.2237 -1.1704 -0.9725 0.220
H -9.10629 -6.79277 -1.87501 0.1369 0.2204 0.0821 0.445
H -5.29414 4.60002 -1.74232 0.1840 0.1466 -0.1467 0.489
H -0.26992 -2.78863 3.61786 -1.4050 0.7711 0.8280 -0.044
H -3.68639 -0.78139 2.72219 1.4609 -0.6717 -0.7822 0.308



[2]
63
Properties=species:S:1:pos:R:3:forces:R:3:mulliken_charge:R:1 method="wB97M-V/def2-TZVPD" total_charge=+1 de_lowest_kcal_mol=0.65 spin_multiplicity=1 homo_energy_ha=-0.371
Y -0.60644 0.31126 0.55323 -0.0572 1.1516 -0.6838 0.620
Cl 0.05360 -6.79015 -0.65501 0.0286 -0.0998 -0.0365 -0.213
F 1.25568 0.40998 5.27884 -0.0797 0.0324 0.0259 -0.304
F 5.36298 -0.70463 3.30997 0.0763 -0.0195 -0.0591 -0.298
F 0.24214 1.00043 2.85953 -0.0298 -0.1446 -0.3212 -0.375
F 4.42264 -0.20964 0.91503 -0.0008 -0.0084 -0.0693 -0.321
O -3.10884 1.16213 0.89224 0.4704 0.0843 -0.0899 -0.394
N -1.06553 2.80318 0.35230 -0.0085 -0.1926 0.0079 0.212
N 1.59708 0.61093 0.58559 -0.1863 -0.1986 -0.3771 0.790
N 0.22640 0.07969 -1.89377 -0.1111 0.0472 0.3249 0.858
C 4.09769 -0.30181 3.21617 -0.1177 0.0271 0.1968 0.133
C 2.35964 0.55192 -0.66361 -0.0507 -0.0299 0.0554 -1.281
C 2.25531 0.37533 1.76161 0.3841 -0.0153 0.5600 -0.188
C 0.51497 -4.63950 0.91859 0.0797 -0.0239 -0.0134 -0.845
C 1.54562 0.53876 2.96681 0.0579 -0.0495 -0.2386 0.488
C 2.04362 0.25107 4.21419 0.0053 0.0876 0.0440 0.097
C -1.56818 -4.66199 -0.27780 0.0032 -0.0403 -0.0600 -0.827
C 3.34413 -0.18093 4.36717 0.0312 0.0066 -0.0474 -0.542
C 1.07114 -1.73782 -3.51503 -0.0690 0.1102 0.1300 -1.532
C -1.03047 -2.77975 1.16592 -0.0321 0.0408 0.0281 0.675
C 1.47911 0.87417 -1.86567 0.0882 -0.1118 0.2606 -1.424
C -0.02796 3.54956 -0.05833 0.0739 0.1098 0.0408 -0.301
C -0.17367 4.82393 -0.56749 -0.0231 0.0463 -0.0060 -1.085
C -1.38607 -1.45952 1.76248 -0.2963 -0.7906 0.5112 -1.458
C -1.89246 -3.43614 0.27940 0.1018 0.1348 -0.0847 -0.287
C -1.44991 5.36264 -0.65177 0.0007 -0.0607 0.0287 -0.315
C -2.10246 0.04562 -2.79558 0.2885 0.0208 -0.0460 -1.123
C 0.49353 -1.36594 -2.15098 0.0269 -0.0561 0.0349 -0.498
C -0.36000 -5.26169 0.04169 -0.0481 0.1463 0.0456 0.338
C 3.59062 -0.03407 1.95773 -0.2034 0.0059 -0.0779 0.457
C 0.17997 -3.41406 1.47015 0.0220 0.1507 -0.1662 -0.242
C -2.28778 3.34362 0.30797 -0.0484 -0.0290 -0.0071 0.512
C -0.70802 0.65559 -2.88378 -0.2067 -0.0918 0.0770 -0.718
C -2.52138 4.61363 -0.19747 0.0187 0.0107 0.0294 -0.922
C -3.41823 2.55726 0.91041 -0.0289 0.0788 -0.0553 -0.717
H -3.52854 5.00776 -0.22258 -0.0008 -0.0092 -0.0152 0.454
H -0.44353 -1.90608 -2.00730 0.0104 -0.0273 0.1052 0.304
H 3.17656 1.27840 -0.65034 0.0700 -0.0440 -0.1133 0.590
H 0.95034 3.10057 0.05869 -0.0142 -0.0528 -0.0372 0.682
H 0.37448 -1.53889 -4.32875 0.0141 0.0038 -0.0233 0.312
H -2.48447 0.09000 -1.76817 -0.1127 -0.0235 -0.0280 0.162
H -0.31152 0.54040 -3.89590 0.0271 0.0616 -0.0237 0.471
H -2.47348 -1.41804 1.90581 0.0052 0.0559 0.0488 0.502
H 2.01182 -1.23042 -3.72365 0.0091 0.0074 -0.0247 0.303
H -3.55378 2.89660 1.94184 -0.0269 -0.0421 0.0043 0.363
H 1.17677 -1.71119 -1.37310 -0.0697 -0.0083 0.0771 0.425
H 1.27370 -2.80811 -3.50921 -0.0072 -0.0088 -0.0262 0.463
H 2.06948 0.71653 -2.77165 -0.0603 0.0367 -0.0878 0.401
H 0.69333 5.38313 -0.88884 0.0124 -0.0169 0.0239 0.467
H -2.78699 0.60455 -3.43153 -0.0470 0.0014 0.0416 0.434
H -2.11557 -0.99180 -3.12646 -0.0493 -0.0152 0.0545 0.316
H 0.87447 -2.93400 2.15235 -0.0286 -0.0429 0.0578 0.430
H 1.19737 1.92735 -1.84658 -0.0632 0.0015 -0.0190 0.493
H -3.78540 0.70472 1.40204 0.0866 -0.2425 0.0107 0.242
H -2.84392 -2.97968 0.02477 -0.0313 -0.0314 0.0552 0.378
H 3.75657 -0.40540 5.33917 -0.0037 0.0006 -0.0048 0.522
H 1.45006 -5.11780 1.17862 -0.0086 -0.0120 -0.0306 0.437
H -0.77563 1.72770 -2.68429 0.0626 0.0133 0.0066 0.424
H 2.80972 -0.43331 -0.80495 0.0994 0.0254 -0.0205 0.575
H -2.25640 -5.15949 -0.94825 0.0226 -0.0109 -0.0062 0.431
H -0.93626 -1.38799 2.76098 -0.0591 0.0568 0.0240 0.530
H -1.60623 6.35431 -1.05441 0.0023 -0.0002 0.0018 0.452
H -4.34142 2.74711 0.36095 0.0014 -0.0054 -0.0126 0.470